{"formula": "C36H54BN7ReS4Si", "method": "wB97M-V/def2-TZVPD", "total_energy_ev": -102654.544, "lumo_ev": [-7.448, -7.416], "spin_multiplicity": 2, "total_charge": 2, "gap_ha": [0.2008, 0.1978], "e_above_lowest_ev": 1.3464, "symbols": ["Re", "S", "S", "S", "S", "Si", "N", "N", "N", "N", "N", "N", "N", "C", "C", "C", "C", "C", "C", "C", "C", "C", "C", "C", "C", "C", "C", "C", "C", "C", "C", "C", "C", "C", "C", "C", "C", "C", "C", "C", "C", "C", "C", "C", "C", "C", "C", "C", "C", "B", "H", "H", "H", "H", "H", "H", "H", "H", "H", "H", "H", "H", "H", "H", "H", "H", "H", "H", "H", "H", "H", "H", "H", "H", "H", "H", "H", "H", "H", "H", "H", "H", "H", "H", "H", "H", "H", "H", "H", "H", "H", "H", "H", "H", "H", "H", "H", "H", "H", "H", "H", "H", "H", "H"], "xyz": [[-1.745, -1.004, -1.628], [-2.088, 1.213, -2.373], [0.455, -0.915, -2.786], [-1.372, -2.587, 0.121], [-3.174, 0.945, 0.036], [-2.269, -2.542, -4.552], [1.075, 1.944, -0.130], [1.861, -0.870, 0.820], [-0.010, 1.422, -0.678], [-3.866, -1.153, -1.236], [-0.578, 0.686, 2.108], [1.166, -0.745, -0.305], [-0.693, -0.294, 1.222], [-0.354, 3.319, -2.070], [-0.391, 1.077, 5.725], [-4.385, -0.100, -0.581], [-6.601, -0.920, -0.854], [-0.713, 2.028, -1.637], [-2.354, 2.007, 4.470], [3.894, 2.654, -0.525], [1.603, -1.062, -1.514], [-1.123, -1.523, 1.484], [2.783, 3.436, 1.582], [-3.700, -1.325, -4.706], [-0.025, 2.716, 3.885], [2.819, 3.582, 0.061], [2.912, -2.117, 3.091], [-0.857, -1.934, -5.610], [-1.368, -1.902, 2.825], [-1.701, -2.793, -2.721], [-4.704, -2.113, -1.681], [3.832, -1.459, 2.058], [-6.062, -2.038, -1.492], [3.663, -1.628, -0.522], [3.140, 5.032, -0.302], [5.097, -2.303, 1.903], [-0.892, 1.552, 4.356], [3.086, -1.327, 0.738], [2.943, -1.499, -1.677], [3.481, -1.813, -3.031], [-1.766, -3.298, 3.164], [0.770, 3.854, -1.491], [-2.829, -4.240, -5.089], [-5.758, 0.068, -0.407], [-1.140, 4.038, -3.118], [-0.873, 0.409, 3.358], [1.492, 3.130, -0.525], [-1.235, -0.904, 3.747], [4.206, -0.048, 2.528], [-0.251, -0.084, -0.247], [-3.010, 1.183, 4.754], [-2.707, 2.421, 3.525], [3.792, 3.539, 1.976], [-3.701, -4.575, -4.528], [5.843, -1.818, 1.273], [-2.142, 4.269, -2.754], [-4.660, -1.780, -4.463], [3.472, -0.925, -3.662], [-1.953, -3.400, 4.231], [-0.232, 1.943, 6.366], [2.007, -1.531, 3.243], [-0.728, -3.284, -2.757], [3.686, 1.614, -0.274], [2.627, -3.123, 2.780], [2.354, 5.716, 0.020], [-1.248, 3.429, -4.016], [0.042, -2.535, -5.483], [1.114, 4.830, -1.801], [3.318, 0.578, 2.611], [-3.094, -4.248, -6.145], [-6.693, -2.840, -1.846], [2.392, 2.466, 1.879], [2.861, -2.562, -3.524], [5.553, -2.447, 2.881], [-2.438, 2.778, 5.233], [-3.761, -0.984, -5.739], [4.501, -2.184, -2.966], [-1.429, -1.110, 4.789], [4.682, -1.979, -0.570], [-7.669, -0.833, -0.711], [-1.109, 0.435, 6.233], [-2.665, -3.585, 2.619], [-0.249, 3.004, 2.861], [-0.980, -3.998, 2.880], [-0.648, 4.969, -3.387], [-4.257, -2.953, -2.185], [4.056, 5.329, 0.205], [-0.598, -0.891, -5.422], [-3.600, -0.425, -4.097], [3.436, -2.195, 4.042], [-2.397, -3.503, -2.261], [4.684, -0.101, 3.505], [3.311, 5.165, -1.370], [0.558, 0.546, 5.646], [4.903, 0.429, 1.838], [-0.203, 3.574, 4.532], [-2.035, -4.973, -4.943], [3.953, 2.748, -1.610], [-6.125, 0.953, 0.093], [2.164, 4.210, 2.035], [1.032, 2.463, 3.945], [4.882, -3.290, 1.493], [-1.159, -2.007, -6.656], [4.866, 2.918, -0.111]], "forces_ev_per_angstrom": [[-0.51, 0.97, 0.09], [0.47, -0.57, -0.20], [0.14, 0.06, 0.12], [-0.13, 0.33, 0.15], [0.42, -0.55, 0.36], [-0.12, 0.10, -0.27], [0.04, 0.13, -0.01], [0.02, -0.03, -0.08], [-0.07, -0.12, -0.01], [-0.12, -0.36, -0.41], [-0.01, -0.06, -0.05], [0.04, -0.10, 0.01], [-0.12, -0.02, -0.01], [0.09, -0.02, 0.10], [-0.02, 0.04, 0.04], [0.13, 0.03, 0.11], [0.01, 0.02, 0.00], [-0.25, 0.00, -0.16], [-0.01, 0.01, -0.02], [0.00, -0.02, 0.02], [0.13, -0.06, -0.04], [-0.01, 0.04, 0.20], [-0.01, 0.01, 0.07], [0.10, -0.03, 0.10], [0.00, 0.03, -0.01], [-0.02, 0.06, -0.04], [0.00, 0.02, 0.01], [-0.05, 0.00, 0.09], [0.06, 0.05, -0.23], [-0.01, 0.23, 0.39], [-0.24, 0.02, 0.02], [0.01, -0.04, -0.03], [0.14, -0.10, -0.07], [-0.09, 0.04, 0.04], [0.03, -0.05, 0.01], [-0.01, 0.02, 0.04], [0.06, -0.03, 0.01], [0.05, 0.01, -0.03], [-0.13, 0.06, 0.09], [0.02, -0.02, 0.00], [-0.01, -0.01, 0.06], [-0.03, -0.06, -0.02], [0.10, 0.05, 0.14], [0.00, 0.06, 0.00], [0.00, 0.01, -0.02], [-0.04, -0.06, 0.03], [-0.04, -0.03, -0.04], [0.02, 0.10, -0.07], [-0.01, 0.00, 0.02], [0.17, 0.08, -0.05], [-0.03, -0.03, 0.01], [-0.02, 0.01, -0.04], [0.05, 0.04, 0.04], [-0.05, -0.02, 0.05], [0.03, 0.03, -0.03], [-0.04, -0.01, 0.00], [-0.06, -0.04, 0.03], [-0.01, 0.04, -0.04], [0.01, -0.01, -0.01], [-0.02, 0.02, 0.02], [-0.04, 0.03, 0.01], [-0.02, -0.03, -0.13], [-0.01, -0.05, 0.03], [-0.02, -0.05, -0.02], [-0.04, 0.03, 0.02], [0.01, 0.00, -0.02], [0.06, -0.03, 0.00], [0.01, 0.04, 0.01], [-0.03, 0.00, 0.02], [-0.03, 0.06, -0.12], [-0.01, -0.02, 0.00], [0.00, -0.05, 0.00], [-0.02, -0.03, -0.02], [0.02, 0.00, 0.03], [-0.01, 0.05, 0.05], [0.01, -0.03, -0.11], [0.02, 0.00, -0.01], [-0.02, -0.01, 0.05], [0.05, -0.03, 0.00], [-0.03, 0.00, 0.00], [-0.02, -0.03, 0.02], [-0.05, -0.01, -0.02], [-0.04, 0.03, -0.04], [0.03, -0.04, -0.01], [-0.01, 0.01, -0.01], [-0.01, -0.04, -0.03], [0.03, 0.00, 0.02], [0.00, 0.02, 0.00], [0.01, 0.04, 0.02], [0.02, -0.01, 0.04], [-0.07, -0.03, -0.08], [0.04, -0.01, 0.04], [-0.02, 0.00, -0.07], [0.06, -0.01, -0.01], [0.02, 0.03, -0.05], [0.01, 0.03, 0.05], [0.04, -0.06, 0.00], [-0.01, 0.00, -0.06], [0.00, 0.02, 0.01], [-0.06, 0.03, 0.02], [0.09, -0.04, -0.03], [-0.02, -0.05, -0.02], [-0.04, -0.02, -0.06], [0.06, 0.03, 0.01]]}



{"formula": "C36H54BrCsN9O2SSbSi3", "method": "wB97M-V/def2-TZVPD", "total_energy_ev": -167314.174, "lumo_ev": 3.568, "spin_multiplicity": 1, "total_charge": -2, "gap_ha": 0.1740, "e_above_lowest_ev": 1.8993, "symbols": ["Cs", "Sb", "Br", "S", "Si", "Si", "Si", "O", "O", "N", "N", "N", "N", "N", "N", "N", "N", "N", "C", "C", "C", "C", "C", "C", "C", "C", "C", "C", "C", "C", "C", "C", "C", "C", "C", "C", "C", "C", "C", "C", "C", "C", "C", "C", "C", "C", "C", "C", "C", "C", "C", "C", "C", "C", "H", "H", "H", "H", "H", "H", "H", "H", "H", "H", "H", "H", "H", "H", "H", "H", "H", "H", "H", "H", "H", "H", "H", "H", "H", "H", "H", "H", "H", "H", "H", "H", "H", "H", "H", "H", "H", "H", "H", "H", "H", "H", "H", "H", "H", "H", "H", "H", "H", "H", "H", "H", "H", "H"], "xyz": [[-1.803, -0.476, -0.052], [3.138, -0.716, -0.570], [-2.452, 1.383, 4.408], [-4.605, -1.107, -1.513], [3.888, 1.116, -2.161], [3.145, 0.651, 1.610], [5.349, -1.885, -0.137], [0.396, -1.149, 0.932], [1.150, -3.078, 1.798], [-5.616, 0.034, 0.639], [0.201, -0.541, -2.875], [-3.931, 1.352, -0.604], [-0.910, -2.190, -4.154], [-2.684, 4.228, -3.375], [-0.961, -0.575, 3.188], [-5.767, 1.031, 1.586], [0.375, -2.720, -2.256], [-4.092, 2.417, 0.110], [5.517, 2.061, -2.007], [5.655, -3.054, -1.593], [-2.414, 3.818, -2.335], [-3.367, 4.542, 0.804], [-1.302, -1.218, -5.161], [0.452, -2.051, 1.797], [-1.828, -0.398, 4.155], [-0.293, 0.525, -3.720], [-6.437, 1.719, 3.774], [-7.600, 0.201, 5.249], [-0.111, -1.762, -3.119], [5.146, -2.958, 1.401], [1.619, 1.734, 1.659], [6.942, -0.886, 0.065], [-2.381, 5.464, 0.995], [-0.878, 4.192, -0.452], [-2.020, 3.351, -0.976], [-2.329, -1.402, 4.974], [-7.529, -0.770, 4.256], [-7.041, 1.450, 4.985], [-1.545, 0.122, -4.489], [-6.926, -0.526, 3.035], [-1.226, -3.585, -4.352], [-1.842, -2.681, 4.765], [-4.801, 0.234, -0.349], [-1.334, -4.282, -3.006], [3.158, -0.499, 3.101], [-0.904, -2.898, 3.765], [-3.203, 3.405, -0.020], [-0.008, -4.115, -2.284], [3.922, 0.314, -3.868], [2.512, 2.398, -2.163], [-1.091, 5.198, 0.411], [-0.504, -1.822, 2.990], [-6.365, 0.736, 2.766], [4.639, 1.802, 1.796], [-0.059, -4.479, -1.258], [5.750, -3.867, 1.312], [3.025, -0.295, -4.004], [-8.068, -0.008, 6.203], [0.754, -4.715, -2.803], [2.454, 2.904, -3.131], [1.544, 1.932, -1.970], [1.649, 2.365, 2.553], [2.676, 3.157, -1.393], [-5.996, 2.693, 3.588], [0.691, -2.325, -1.379], [-2.519, 6.310, 1.654], [6.404, -3.806, -1.327], [6.013, -2.510, -2.471], [3.953, 1.075, -4.653], [-0.527, 1.399, -3.105], [-2.137, -3.815, -2.431], [-0.485, -3.870, 3.549], [4.909, 2.295, 0.863], [5.460, -2.423, 2.300], [-2.179, -3.638, -4.885], [-1.569, -5.340, -3.141], [4.396, 2.580, 2.527], [-1.819, 0.887, -5.218], [-5.275, 1.906, 1.437], [-6.863, -1.286, 2.269], [1.539, 2.386, 0.786], [4.794, -0.335, -3.988], [-0.242, 5.801, 0.720], [5.657, 2.557, -1.047], [2.566, -0.050, 3.904], [-0.537, -1.134, -5.948], [5.507, 2.832, -2.786], [4.178, -0.651, 3.462], [-7.950, -1.754, 4.437], [0.506, 0.844, -4.405], [7.091, -0.183, -0.755], [5.520, 1.262, 2.149], [0.720, 1.120, 1.707], [4.103, -3.252, 1.548], [2.733, -1.479, 2.883], [6.384, 1.420, -2.180], [-0.473, -4.091, -4.978], [-7.068, 2.228, 5.741], [-3.074, -1.178, 5.723], [6.938, -0.308, 0.992], [-2.207, -3.502, 5.370], [4.737, -3.571, -1.880], [0.110, 4.000, -0.854], [-2.379, 0.005, -3.790], [-1.706, 2.312, -1.121], [7.797, -1.570, 0.090], [-4.311, 4.616, 1.335], [-2.220, -1.581, -5.629]], "forces_ev_per_angstrom": [[-0.83, 0.32, -0.64], [0.17, 0.05, 0.25], [-0.02, 0.02, -0.01], [-0.25, 0.49, 0.08], [-0.11, 0.05, -0.24], [-0.10, 0.06, -0.07], [0.13, -0.10, -0.04], [1.53, -0.60, 0.51], [-0.17, -0.14, 0.15], [0.12, 0.14, 0.12], [0.27, 0.35, 0.32], [-0.41, -0.35, -0.26], [0.15, 0.00, -0.11], [0.02, -0.01, -0.01], [-0.03, -0.29, -0.02], [-0.06, -0.04, 0.07], [-0.18, 0.04, 0.09], [0.00, 0.16, 0.05], [0.04, -0.03, -0.02], [-0.01, 0.04, -0.02], [0.05, -0.01, 0.01], [0.09, 0.17, 0.14], [-0.04, -0.04, 0.07], [0.16, 0.16, 0.21], [-0.03, 0.02, 0.04], [-0.22, -0.22, -0.15], [0.00, 0.02, 0.02], [0.01, 0.02, 0.00], [-0.15, 0.08, 0.05], [-0.05, 0.01, 0.01], [0.00, 0.00, -0.05], [-0.02, -0.01, 0.03], [-0.16, -0.07, -0.04], [0.05, 0.13, -0.05], [-0.25, -0.04, 0.00], [0.03, 0.03, -0.02], [-0.01, -0.04, -0.01], [0.01, 0.01, 0.00], [-0.01, 0.08, 0.03], [0.00, -0.02, 0.01], [-0.09, -0.02, 0.04], [0.01, -0.01, -0.02], [0.08, 0.01, -0.55], [0.02, 0.04, 0.01], [0.00, -0.01, 0.00], [-0.11, 0.08, 0.13], [-0.06, -0.29, 0.00], [0.00, -0.04, -0.02], [0.03, -0.03, 0.02], [-0.02, 0.05, 0.09], [0.11, -0.05, -0.09], [0.26, -0.13, -0.17], [0.03, 0.04, -0.04], [0.03, -0.04, -0.02], [-0.02, 0.01, 0.00], [0.03, 0.02, 0.04], [-0.03, 0.03, -0.01], [-0.01, 0.00, 0.00], [0.01, 0.00, 0.03], [0.01, 0.03, 0.01], [0.00, -0.04, -0.04], [0.00, 0.02, -0.02], [0.00, 0.00, 0.00], [0.00, 0.00, 0.00], [0.16, -0.03, -0.04], [-0.01, 0.00, 0.01], [0.02, 0.02, -0.03], [-0.01, 0.01, 0.00], [0.00, -0.01, -0.01], [0.05, -0.02, 0.04], [-0.02, -0.01, -0.01], [0.01, 0.00, 0.01], [-0.07, 0.02, 0.01], [0.01, 0.00, 0.00], [0.00, 0.01, 0.00], [0.01, 0.00, -0.01], [0.04, -0.02, 0.04], [-0.01, -0.03, -0.03], [-0.01, 0.00, 0.00], [0.00, 0.00, 0.00], [0.03, 0.02, 0.02], [-0.01, -0.02, 0.01], [-0.01, 0.01, 0.00], [-0.04, 0.00, -0.01], [0.04, 0.01, 0.02], [0.01, 0.01, 0.02], [0.05, 0.00, 0.02], [-0.01, 0.02, 0.02], [-0.01, 0.01, 0.01], [-0.05, 0.02, -0.05], [-0.01, -0.04, -0.03], [-0.01, 0.00, 0.00], [-0.02, -0.05, 0.02], [0.00, -0.02, -0.04], [-0.05, -0.01, -0.04], [-0.02, -0.01, -0.03], [0.00, 0.00, 0.01], [-0.01, -0.01, 0.01], [-0.01, -0.01, 0.00], [-0.01, -0.02, 0.01], [0.00, 0.00, 0.00], [-0.01, -0.01, 0.03], [0.01, -0.04, 0.03], [-0.01, 0.05, -0.01], [-0.08, 0.04, 0.03], [0.01, 0.03, 0.03], [0.01, 0.00, 0.01], [0.00, 0.00, 0.00]]}